[1]
Below is a molecular structure, C38H33P3ReS6Sb, with properties calculated with ωB97M-V/def2-TZVPD.

Structure (XYZ):
```
82
Properties=species:S:1:pos:R:3:forces:R:3
H -4.1945 4.2236 -1.1030 -0.002 -0.004 0.003
C 0.6734 -1.4132 3.1471 0.008 0.047 -0.022
C 4.3295 -4.0651 -0.7922 0.044 -0.010 -0.005
C 1.9984 4.5903 -0.4743 0.016 0.059 0.074
C 3.2159 -2.2060 0.2372 -0.151 0.131 0.015
C -3.1895 4.5070 -1.3851 -0.013 -0.006 -0.011
H -2.6385 -3.4504 -0.6646 0.007 0.026 0.013
P 1.7167 -1.2989 0.5897 0.027 0.003 0.004
Sb 4.2205 0.4944 -3.2274 -0.067 0.013 0.038
C -1.6986 5.8610 -2.6951 0.010 0.045 -0.063
C -2.6269 -2.1239 -3.2541 -0.032 0.089 0.044
C -3.1573 -0.8504 2.1503 -0.014 0.010 0.034
H -2.4234 -4.7419 -5.3796 0.004 -0.007 -0.001
C -2.7731 -2.7212 0.1244 0.047 -0.101 -0.035
C -1.4050 -2.2843 -2.6016 0.074 0.199 0.033
C 0.1166 3.6485 1.4907 -0.009 -0.093 -0.085
H -3.9311 -2.8848 -4.7671 0.000 0.000 -0.001
Re 1.0375 1.1164 -1.0481 -0.056 0.292 -0.394
H -1.5383 6.6278 -3.4409 0.000 0.002 0.003
C 0.0661 -2.0703 4.2051 -0.025 -0.002 0.047
C -0.8031 4.2791 -1.1179 0.006 -0.068 0.037
S 3.7712 0.0016 -5.3079 0.032 -0.012 0.107
H 0.5252 5.7701 1.5401 -0.009 -0.004 0.007
C 4.4019 -1.8178 0.8539 -0.063 0.050 0.054
H 2.8604 4.1743 0.0470 -0.001 -0.009 0.001
C -0.5493 -3.3263 -2.9485 0.038 -0.005 0.075
H 6.4760 -2.2668 1.1217 0.003 0.002 0.002
H 1.0479 -0.4061 3.2831 0.001 -0.003 -0.005
C -2.1147 -1.4920 0.0810 0.100 0.011 -0.100
H 0.4527 -3.8857 0.8107 0.002 0.006 0.002
H 4.3100 -4.9336 -1.4362 -0.002 -0.003 0.001
C 0.1599 4.9102 2.0848 0.008 0.042 -0.033
C -3.6207 -3.0061 1.1816 -0.021 -0.032 0.047
S -1.1894 0.9174 -1.6982 0.210 -0.246 0.321
H -1.1478 4.1680 5.1164 -0.003 0.002 0.001
H -3.3237 -0.1170 2.9282 -0.004 0.000 -0.003
C 0.3327 -3.3661 1.7558 0.001 -0.038 -0.037
H -0.0248 -1.5756 5.1626 -0.006 -0.001 0.003
H 2.2566 -3.6274 -1.0787 0.006 0.002 0.005
S 5.7190 0.2282 -1.6532 -0.078 0.037 -0.118
H -0.2421 6.0749 3.8292 0.001 -0.001 0.004
H -0.2640 -5.0277 -4.2143 0.003 -0.002 -0.003
H -0.4499 1.5968 1.7902 -0.004 -0.035 -0.037
H 0.3887 5.5730 -2.3683 0.014 0.011 0.004
H -0.8814 -3.8725 4.8681 0.002 -0.001 0.000
C -2.1048 3.9066 -0.7707 0.046 0.013 0.079
H -0.6528 -5.0166 2.6908 -0.002 -0.001 0.002
C -2.9879 -3.0092 -4.2534 -0.022 -0.040 -0.044
C -0.2841 -4.0074 2.8141 -0.025 -0.025 -0.022
C -0.7986 4.0212 4.1033 -0.009 -0.009 0.011
C -0.8632 2.7674 3.5171 0.000 -0.004 0.026
H 0.4066 -3.4475 -2.4544 -0.003 0.005 0.002
H -3.2952 -1.3127 -2.9856 0.007 0.000 -0.011
C 5.5139 -3.6820 -0.1720 -0.011 0.010 0.008
C -0.4077 2.5854 2.2202 0.030 -0.015 -0.001
S 2.0417 0.7072 0.9961 -0.180 -0.311 -0.067
H 6.4148 -4.2577 -0.3359 0.001 0.000 -0.001
H -1.2632 1.9269 4.0704 -0.006 0.006 0.001
H -1.8692 0.4251 1.0241 0.042 0.039 0.014
S 1.6085 -0.8044 -2.3996 -0.042 0.028 -0.039
H 4.4387 -0.9332 1.4787 -0.005 -0.008 0.002
P -1.0221 -1.1279 -1.2907 -0.062 -0.067 0.043
C 0.8053 -2.0643 1.9231 0.082 0.062 -0.090
C -0.9234 -4.2150 -3.9426 -0.020 -0.016 -0.016
H 2.2491 4.7001 -1.5255 0.024 -0.006 -0.011
H 1.7656 5.5715 -0.0656 0.005 -0.012 -0.030
C 5.5504 -2.5640 0.6485 0.032 -0.060 -0.002
C -2.1380 -4.0535 -4.5959 0.006 0.013 0.016
P 0.5853 3.4778 -0.2669 -0.155 0.061 0.085
C 3.1769 -3.3296 -0.5891 -0.060 0.005 -0.025
C 0.7549 -1.0452 -0.9267 -0.103 -0.310 0.280
C -0.2872 5.0910 3.3825 0.000 0.033 0.022
H -3.8339 5.9584 -2.8269 0.001 0.005 0.002
H -4.4746 -2.3020 3.0171 -0.003 -0.008 -0.002
C -3.8064 -2.0777 2.1963 -0.009 -0.027 -0.003
C -0.6072 5.2624 -2.0830 0.058 -0.081 -0.061
S 2.5563 2.1281 -2.3338 0.343 0.268 -0.199
C -2.3220 -0.5525 1.0904 -0.030 0.033 -0.002
C -2.9862 5.4848 -2.3504 -0.030 -0.011 0.000
H -2.2735 3.1703 0.0084 0.010 0.034 -0.015
H -4.1438 -3.9523 1.2070 0.001 -0.002 0.009
C -0.4123 -3.3609 4.0381 -0.016 0.003 0.010
```
Positions in Å, forces in eV/Å.

Results
- charge = +2
- LUMO energy (eV) = -7.264

---

[2]
Below is a molecular structure, C38H34AuN2O2S3Se3Te, with properties calculated with ωB97M-V/def2-TZVPD.

Structure (XYZ):
```
84
Properties=species:S:1:pos:R:3:forces:R:3
H 3.5276 -0.3245 2.4460 -0.002 0.000 0.001
H -5.1639 3.1099 3.9690 0.000 0.000 0.001
C -2.5228 -4.2614 1.1326 0.003 0.012 0.001
C -1.7163 -0.5887 -0.7106 -0.020 -0.001 -0.025
H -7.3914 2.9121 -2.5590 0.000 0.000 0.001
H 4.1932 -5.2705 -0.6847 -0.001 0.001 -0.003
H -2.6564 0.5613 -4.0842 0.000 0.000 0.000
Te 3.0277 1.7727 -5.4842 -0.008 -0.035 0.055
H 5.6061 0.9974 2.7943 0.000 0.000 0.000
H -1.7895 -3.4355 4.3269 0.000 -0.001 0.000
H -2.8308 3.8292 4.2692 -0.001 0.000 0.001
S -1.2680 0.9120 -1.5625 -0.045 0.011 0.043
C -1.5733 -0.6721 0.6487 -0.014 -0.012 0.019
C -0.6645 2.6988 3.1575 0.008 0.000 -0.006
C 4.8506 1.3491 2.1020 -0.001 0.006 0.000
H -5.5111 3.1816 -1.0090 0.000 0.001 0.001
H -7.1870 2.0334 -4.0792 0.000 0.000 0.000
C 3.6947 0.6057 1.9178 0.005 0.004 -0.005
H 1.3711 2.3648 2.6476 0.001 -0.004 0.005
C -1.2437 0.5158 1.4943 -0.004 0.003 -0.013
H 4.2190 3.9106 -0.0140 0.002 -0.001 0.000
C -1.6707 -2.1013 2.6802 0.003 0.008 -0.004
H -0.4455 3.5393 3.8043 0.000 -0.001 0.002
H 5.5375 -3.1892 -2.4779 0.002 -0.004 -0.002
H 4.9984 -4.8058 -2.9501 -0.002 -0.002 0.002
H -4.9127 1.2941 -4.7996 -0.001 0.001 0.000
O -0.5753 0.4018 -2.8362 0.030 -0.022 -0.073
C -2.2652 -3.0217 0.5016 -0.001 -0.003 0.008
N 3.4642 -3.4537 -2.5939 -0.002 0.022 -0.011
H -3.9051 -0.0535 1.3798 0.000 -0.001 -0.001
C 4.0724 2.9877 0.5336 -0.002 -0.003 -0.001
C -2.3090 1.1891 2.1619 0.005 -0.007 0.007
H 4.2102 -3.5791 1.0807 0.004 -0.005 -0.001
C 6.3295 3.3229 1.5968 -0.001 -0.001 0.000
H 3.1365 -3.4286 -3.5459 0.004 0.006 -0.003
H -5.6899 1.1626 2.5220 -0.001 0.001 -0.001
O 1.5175 -1.2488 1.3459 0.015 0.035 0.018
C -6.7242 2.7525 -3.4046 0.001 0.000 0.000
H 2.1666 2.6010 -0.3688 -0.016 -0.001 0.007
H 7.0972 2.9630 0.9088 -0.001 0.000 -0.001
C 0.0466 0.9520 1.6785 0.026 0.009 -0.002
H 5.0681 -2.4333 0.0475 0.000 0.005 -0.004
C -3.0696 2.9828 3.6375 0.002 0.006 -0.003
N 3.0604 -2.7691 -0.4380 0.006 -0.072 0.021
S 1.1360 -2.2389 -2.1960 -0.023 0.024 -0.025
C -2.0113 2.2976 2.9903 0.002 0.005 0.007
Se 4.5926 -0.0694 -4.5395 0.000 -0.004 0.081
C -2.4296 -2.8624 -0.8993 0.003 -0.003 -0.002
H -2.2405 -1.5562 -2.5715 0.000 -0.002 -0.001
H 6.1775 4.3822 1.3956 -0.001 0.000 0.001
C -4.6611 1.4746 2.6453 0.004 0.002 -0.005
C 4.3481 -3.2561 0.0504 -0.007 0.011 -0.011
C 4.7951 -3.9683 -2.2855 0.009 0.004 0.002
C 2.9168 2.2531 0.3322 0.012 0.013 -0.021
H -3.2657 2.4619 -0.2883 -0.001 -0.001 -0.007
Se 4.0049 0.0583 -2.3383 0.147 -0.029 -0.119
C 2.6924 -2.8552 -1.6970 0.019 0.009 0.022
C 5.0568 2.5448 1.4155 0.007 -0.004 0.005
S 1.2874 0.0929 0.7115 -0.018 -0.032 0.023
C -4.3621 2.5829 3.4693 -0.002 -0.005 0.001
C -2.3571 -4.4028 2.4801 0.003 0.002 0.004
C -1.9234 -3.3108 3.2606 -0.006 -0.008 0.000
C 2.7342 1.0712 1.0347 -0.018 -0.009 0.000
C -2.8551 1.4493 -2.1437 0.004 -0.008 -0.011
C -5.3714 2.2808 -2.9520 0.004 0.000 -0.005
H 5.8478 -4.6762 -0.5510 0.000 -0.001 0.002
H -1.3293 -1.2712 3.2842 -0.001 0.002 0.001
C -3.2958 1.1210 -3.4150 -0.003 0.005 -0.006
Se 2.0620 2.4160 -3.3270 -0.014 0.078 -0.036
H -6.6368 3.6991 -3.9416 0.000 0.000 0.000
C 0.3466 2.0465 2.5176 -0.005 -0.001 0.006
Au 1.5753 0.0797 -2.6478 -0.101 -0.025 0.064
C -3.6326 2.1998 -1.2744 0.000 -0.001 0.020
C -4.8928 2.6018 -1.6832 0.006 0.000 -0.003
H -2.8540 -5.0954 0.5263 0.000 0.000 -0.001
C -4.5556 1.5426 -3.8077 -0.001 -0.004 0.005
C -3.6646 0.7937 2.0091 -0.001 -0.006 0.011
H -2.5574 -5.3540 2.9552 0.000 0.001 0.000
H 2.4180 -2.3062 0.2183 -0.018 0.024 -0.026
C -2.1513 -1.6774 -1.5001 -0.001 0.000 -0.006
C 4.8324 -4.3977 -0.8281 0.002 0.004 0.001
H 6.7174 3.2154 2.6089 0.001 -0.001 0.000
H -2.7665 -3.7080 -1.4860 0.000 0.001 0.000
C -1.8359 -1.9252 1.2851 0.004 0.004 -0.004
```
Positions in Å, forces in eV/Å.

Results
- charge = +1
- LUMO energy (eV) = -4.036

---

[3]
Below is a molecular structure, C38H34N7OSbSe4Ti, with properties calculated with ωB97M-V/def2-TZVPD.

Structure (XYZ):
```
86
Properties=species:S:1:pos:R:3:forces:R:3
C -2.2546 3.3340 1.2987 -0.309 0.280 0.110
H 2.9161 -6.9671 12.7352 0.052 0.011 0.040
H 4.6579 -3.9141 10.0674 -0.068 -0.024 -0.062
N 0.8489 -3.5481 5.6269 -0.048 0.033 -0.109
H -3.3398 -1.9125 -4.2781 0.025 0.038 0.075
C -1.1031 2.5515 -0.6657 0.008 -0.050 0.057
H 0.6112 0.9607 -2.9308 0.094 -0.251 -0.092
Se 5.7627 -0.9850 -1.8873 -0.329 0.202 -0.013
Se 3.5439 1.9032 -3.5814 -0.125 0.380 -0.157
C -2.6095 4.4705 -0.7893 0.037 0.001 -0.222
H -0.5474 -3.7078 -1.4769 -0.159 0.056 0.207
C -0.0527 1.6878 -2.5043 0.010 0.349 -0.345
H 2.8904 1.4022 0.6523 0.061 0.077 -0.156
H 4.6777 1.1993 2.3786 -0.134 -0.056 -0.001
C -1.4808 3.5810 -2.8090 -0.174 0.235 -0.125
H 1.0195 -6.1545 9.8332 0.032 0.037 -0.057
H 0.1700 -1.6838 -3.6118 0.302 0.052 0.093
C 2.0653 -1.9784 4.5478 0.531 0.258 0.218
H -3.5453 5.0545 1.0255 0.058 -0.104 -0.027
C -0.0405 -4.0433 -2.3890 -0.020 -0.013 -0.223
H -4.7985 -0.0186 -0.7355 0.084 -0.030 -0.035
C -1.0259 -3.5725 3.2378 0.167 -0.131 0.445
H -2.5505 0.0704 0.1251 0.067 0.015 -0.012
N -0.7516 1.4005 1.4378 -0.362 0.090 -0.709
C -1.5549 -0.8864 -1.5534 -0.709 -0.217 -0.617
C 1.9115 -3.2691 6.3467 -0.004 -0.047 0.057
C -2.6751 -0.3836 -0.8665 -0.099 0.002 0.145
H 4.3194 -0.3522 4.2772 -0.055 -0.009 -0.037
Se 3.1015 -1.6888 -5.0797 -0.104 0.370 0.238
C -1.8318 -1.4659 -2.8173 -0.352 -0.029 0.000
H -1.1120 -1.9371 -4.7765 0.016 0.022 0.018
C 2.4093 -1.0391 3.5249 0.161 -0.121 0.230
H -1.5982 -5.3980 -4.0307 0.001 0.076 0.013
C 1.5037 -0.9100 2.4626 -0.325 -0.259 0.067
H -2.2430 -4.0117 -4.9174 0.024 -0.010 0.073
O 3.2720 -5.6435 11.2556 -0.102 -0.236 0.237
C -0.8100 -2.1232 -3.7419 -0.071 -0.305 0.285
C 3.4365 -3.5617 8.3303 0.061 0.067 -0.060
C -0.6505 2.6536 -3.3422 0.310 -0.214 -0.140
C 0.9459 -2.7462 4.5093 -0.576 -0.481 0.059
C -1.3801 -2.6330 1.0841 -0.123 -0.244 0.051
C 0.0685 -2.7091 3.3724 0.046 -0.115 0.247
C 3.7725 0.6078 2.4584 0.136 0.282 -0.252
N 2.6823 -2.3175 5.7329 0.199 0.149 -0.083
C -1.8604 -4.3394 -3.9460 0.040 0.095 0.062
C -1.7488 -3.5358 2.0887 -0.268 0.022 -0.497
H -0.0357 -5.1374 -2.3836 0.021 0.098 -0.030
C -3.9854 -0.4255 -1.3303 0.041 0.036 0.056
C 2.4269 -6.6380 11.8256 0.073 0.094 -0.067
C -3.1526 -1.4866 -3.2954 0.058 0.029 0.053
H -1.1201 1.3321 2.3725 -0.183 -0.206 0.217
N -0.3777 -1.7761 1.1950 -0.230 -0.604 1.185
C -4.2264 -0.9828 -2.5742 -0.012 -0.035 -0.081
C -1.3890 2.4640 0.7166 0.142 -0.154 0.089
C -2.8704 4.3587 0.5387 -0.037 -0.082 0.342
H 2.3081 -7.4885 11.1507 0.022 0.008 -0.007
H -1.9127 -2.6089 0.1518 -0.171 0.035 -0.199
C 1.7079 -5.4308 9.4192 -0.142 0.034 -0.167
H 0.2328 1.5851 1.5222 0.483 0.146 0.113
C 2.8855 -5.1022 10.0818 -0.138 -0.082 0.006
C 2.7797 0.7211 1.4821 0.046 0.106 0.041
C 3.7474 -4.1605 9.5333 0.164 0.218 -0.137
Sb 3.7327 -0.5139 -3.0833 0.524 -0.848 -0.056
H -2.6818 -4.2553 -3.2114 0.035 0.022 -0.034
H 1.4444 -6.2292 12.0710 0.005 0.024 -0.002
N -0.6735 -3.5809 -3.6063 -0.083 0.014 -0.146
H -2.5939 -4.1934 1.9252 0.082 0.062 -0.026
H -1.9648 4.3320 -3.4280 0.059 -0.090 0.082
H -5.2346 -1.0207 -2.9781 0.144 -0.002 0.022
C 3.5743 -0.2574 3.4944 -0.034 -0.213 0.342
N 1.6776 0.0003 1.4937 -0.039 -0.079 0.129
C 0.3506 -1.8069 2.3451 0.363 0.204 0.120
H -1.2564 -4.2628 4.0425 0.050 0.072 -0.057
H -0.4357 2.6249 -4.4033 0.040 -0.021 0.096
H -2.4771 3.2365 2.3560 0.014 0.059 -0.021
C 1.4073 -4.8200 8.2081 -0.091 -0.089 0.039
C -1.7310 3.5558 -1.4226 -0.038 0.085 0.135
H 3.5562 -1.9601 6.0697 0.057 0.029 0.057
Se 1.8548 -0.8222 -1.3380 1.486 -0.990 -0.961
H 0.4969 -5.0750 7.6792 0.041 0.005 0.052
Ti -0.0415 -0.2755 -0.2424 -0.152 0.563 0.335
C 2.2609 -3.8816 7.6461 -0.003 0.159 -0.314
N -0.2598 1.6111 -1.2089 -0.707 1.137 -0.273
H -3.0774 5.2470 -1.3857 0.050 -0.077 0.034
H 0.9889 -3.6978 -2.3413 0.092 0.113 -0.011
H 4.1374 -2.8397 7.9235 -0.034 -0.032 0.043
```
Positions in Å, forces in eV/Å.

Results
- multiplicity = 3
- LUMO energy (spin up / spin down) (eV) = -1.069 / -1.665
- expectation value of S² = 2.017

---

Looking at calculated total energy for the records above, in order, we have -5199.1831 -10530.9070 -12622.5256 Ha.
Looking at strongest force on any atom for the records above, in order, we have 0.494 0.191 2.028 eV/A.
Looking at relative energy (zero: lowest compared OMol25 entry of this formula, charge and spin) for the records above, in order, we have 0.782 0.030 0.000 eV.